# CH3ClO2PS

An isolated ion of composition CH3ClO2PS and charge -1 in a non-equilibrium geometry (ωB97M-V/def2-TZVPD, the Open Molecules 2025 dataset).

Each atom is followed by the atoms it is bonded to, with distances in Å.
Cartesian coordinates (Å):
1 C -1.127 0.919 -0.169  S2 1.825, H7 1.030, H8 1.160, H9 1.071
2 S -0.402 0.367 1.412  C1 1.825, P3 2.327
3 P 0.990 -0.891 0.037  S2 2.327, O4 1.503, O5 1.448, Cl6 2.063
4 O 0.188 -2.046 -0.493  P3 1.503
5 O 1.720 -0.015 -0.855  P3 1.448
6 Cl 2.280 -1.511 1.523  P3 2.063
7 H -2.121 0.656 -0.104  C1 1.030
8 H -0.538 0.542 -1.095  C1 1.160
9 H -0.990 1.978 -0.255  C1 1.071

Computed properties:
2S+1: 1
LUMO energy in eV: 3.493
Net charge: -1
Frontier orbital gap in eV: 8.12
SMILES: CS[P@@](=O)([O-])Cl